Record 1
# C13H9BrCl16N2S

A structure of composition C13H9BrCl16N2S in a non-equilibrium geometry (ωB97M-V with the def2-TZVPD basis set, the OMol25 dataset).

```
42
Properties=species:S:1:pos:R:3:mulliken_charge:R:1
Br 5.868 1.886 1.510 -0.236
C 4.459 0.763 0.680 -0.604
C 3.777 1.613 -0.422 -0.628
C 2.574 0.851 -1.037 -1.119
C 1.277 0.911 -0.222 0.148
C 0.552 -0.235 -0.092 0.064
C -0.749 -0.242 0.663 -0.309
C -1.240 0.894 1.216 -0.836
C -0.503 2.133 1.126 0.530
N -0.799 3.320 1.601 -0.690
S 0.385 4.374 1.191 0.161
N 1.309 3.326 0.349 -0.595
C 0.771 2.122 0.379 0.850
H 3.723 0.503 1.461 0.392
H 4.877 -0.170 0.275 0.418
H 3.524 2.583 0.028 0.605
H 4.498 1.833 -1.228 0.201
H 2.867 -0.219 -1.084 0.304
H 2.400 1.146 -2.089 0.400
H 0.890 -1.169 -0.542 0.329
H -1.361 -1.134 0.762 0.368
H -2.193 0.934 1.755 0.400
C 6.535 4.615 -2.570 0.305
Cl 6.251 3.893 -0.981 -0.036
Cl 7.259 3.408 -3.644 -0.106
Cl 4.995 5.163 -3.252 -0.104
Cl 7.633 5.995 -2.409 -0.109
C -1.730 -4.229 -1.140 0.294
Cl -1.084 -4.942 -2.624 -0.100
Cl -3.382 -3.666 -1.428 -0.055
Cl -1.720 -5.439 0.153 -0.087
Cl -0.719 -2.857 -0.655 -0.146
C -5.951 -5.572 0.994 0.308
Cl -4.541 -4.917 1.842 -0.062
Cl -6.793 -6.713 2.053 -0.101
Cl -7.050 -4.259 0.552 -0.069
Cl -5.422 -6.415 -0.469 -0.080
C -6.237 -0.017 1.460 0.264
Cl -6.360 -0.627 3.116 -0.097
Cl -5.419 -1.220 0.451 0.019
Cl -7.859 0.281 0.818 -0.105
Cl -5.317 1.494 1.453 -0.090
```

* energy relative to the best compared isomer or geometry (same formula, charge and spin): 0.000 eV
* Kohn-Sham gap: 8.53 eV
* E_HOMO: -0.3365 hartree


Record 2
# C4H4O2S

The molecule C4H4O2S in a non-equilibrium geometry (ωB97M-V with the def2-TZVPD basis set, the OMol25 dataset).

```
11
Properties=species:S:1:pos:R:3:mulliken_charge:R:1
O 0.400 -1.873 -0.587 -0.472
C 1.273 -1.133 -0.056 0.137
C 1.073 0.369 0.057 -0.301
C 0.087 1.151 -0.314 0.156
O -1.218 0.870 -0.554 -0.305
C -1.793 -0.093 0.178 -0.077
S -3.298 -0.615 -0.132 -0.260
H 2.285 -1.555 0.524 0.229
H 1.925 0.971 0.456 0.239
H 0.345 2.268 -0.505 0.309
H -1.080 -0.360 0.933 0.345
```

* energy relative to the best compared isomer or geometry (same formula, charge and spin): 2.847 eV
* structure (SMILES): O=C/C=C\OC=S
* Kohn-Sham gap: 8.41 eV
* E_HOMO: -0.3370 hartree


Record 3
# C21H55B2NO13P3

A cluster of 3 separate species, C21H55B2NO13P3 in total in a non-equilibrium geometry (ωB97M-V with the def2-TZVPD basis set, the OMol25 dataset).

```
95
Properties=species:S:1:pos:R:3:mulliken_charge:R:1
C -3.418 0.220 4.685 -1.078
C -2.803 0.318 3.213 -0.331
C -3.052 -1.068 2.519 -0.435
C -3.634 -1.019 1.048 -0.700
N -4.430 0.159 0.705 -0.308
C -5.676 0.309 1.480 0.509
C -6.338 -0.963 2.159 -0.583
O -7.637 -0.536 2.516 -0.419
P -8.300 0.557 1.285 0.194
C -8.009 1.992 2.551 -0.925
B -9.224 3.010 2.723 0.720
O -9.554 3.441 4.065 -0.605
O -9.992 3.574 1.673 -0.552
B -10.126 0.115 1.836 1.005
O -11.271 0.700 1.148 -0.720
C -10.477 -0.923 3.035 -0.452
C -10.216 -0.335 4.486 -0.820
O -6.695 0.793 0.599 -0.497
H -4.536 0.283 4.617 0.158
H -3.020 1.003 5.369 0.372
H -3.200 -0.813 5.060 0.297
H -1.730 0.584 3.348 0.398
H -3.311 1.185 2.739 0.242
H -3.665 -1.735 3.174 0.413
H -2.046 -1.575 2.453 0.242
H -2.758 -1.042 0.343 0.248
H -4.180 -1.978 0.860 0.236
H -3.862 0.997 0.716 0.396
H -5.424 1.052 2.287 -0.161
H -5.813 -1.101 3.143 0.139
H -6.211 -1.891 1.552 0.091
H -8.846 1.396 0.231 -0.098
H -8.506 -0.616 0.410 -0.246
H -7.151 2.607 2.146 0.148
H -7.646 1.554 3.508 0.136
H -10.503 3.624 4.087 0.235
H -10.471 4.309 2.074 0.241
H -11.478 0.124 0.404 0.261
H -11.562 -1.232 3.003 0.266
H -9.899 -1.866 2.838 0.255
H -9.537 0.549 4.491 0.188
H -11.206 -0.092 4.946 0.307
H -9.718 -1.135 5.095 0.226
O 0.412 -1.469 -0.456 -0.672
P 1.882 -1.781 -0.179 1.237
O 2.403 -1.555 -1.743 -0.353
C 2.195 -0.293 -2.367 -0.438
C 3.150 0.759 -1.835 -0.722
O 1.649 -3.424 -0.195 -0.386
C 0.476 -3.989 0.399 -0.092
C -0.494 -4.423 -0.684 -1.157
O 3.474 -2.122 0.291 -0.483
C 4.285 -3.047 -0.436 -0.140
C 5.390 -2.313 -1.169 -0.964
H 1.160 0.034 -2.244 0.310
H 2.359 -0.433 -3.437 0.304
H 3.059 0.864 -0.750 0.258
H 2.953 1.727 -2.298 0.457
H 4.186 0.483 -2.045 0.011
H 0.006 -3.286 1.089 0.095
H 0.789 -4.858 0.983 0.350
H -0.724 -3.606 -1.368 0.266
H -1.427 -4.787 -0.248 0.385
H -0.055 -5.223 -1.285 0.336
H 3.711 -3.653 -1.133 0.288
H 4.724 -3.721 0.304 0.381
H 4.999 -1.792 -2.043 0.117
H 6.153 -3.015 -1.515 0.420
H 5.858 -1.563 -0.528 0.198
O 8.374 -0.149 -2.162 -0.710
P 8.253 1.036 -3.119 1.270
O 9.840 1.093 -3.615 -0.363
C 10.428 -0.068 -4.189 -0.371
C 9.934 -0.306 -5.603 -0.926
O 8.262 2.200 -1.935 -0.440
C 7.606 1.962 -0.687 0.113
C 8.635 1.679 0.392 -1.217
O 7.823 2.246 -4.224 -0.463
C 8.572 3.459 -4.332 -0.058
C 9.329 3.496 -5.645 -1.101
H 10.242 -0.945 -3.565 0.328
H 11.509 0.092 -4.198 0.299
H 8.843 -0.393 -5.631 0.262
H 10.368 -1.220 -6.013 0.397
H 10.206 0.525 -6.255 0.213
H 6.887 1.145 -0.769 -0.067
H 7.045 2.864 -0.433 0.368
H 9.301 0.864 0.108 0.280
H 8.149 1.422 1.336 0.384
H 9.263 2.559 0.553 0.331
H 9.257 3.605 -3.500 0.243
H 7.844 4.274 -4.309 0.397
H 10.193 2.833 -5.616 0.142
H 9.692 4.507 -5.847 0.400
H 8.697 3.171 -6.473 0.291
```

* net charge: -1
* Kohn-Sham gap: 2.84 eV
* E_HOMO: -0.1270 hartree


Record 4
# C14H19ClF3N3O

The molecule C14H19ClF3N3O (ωB97M-V with the def2-TZVPD basis set, the OMol25 dataset).

```
41
Properties=species:S:1:pos:R:3:mulliken_charge:R:1
C -0.064 -2.474 3.874 -0.989
N -0.147 -1.987 2.513 0.092
C -1.083 -0.884 2.406 -0.914
C 1.174 -1.651 2.011 -1.146
C 1.171 -1.298 0.525 0.158
C 0.494 -2.381 -0.317 -0.770
N 0.232 -1.922 -1.665 -0.128
C -0.894 -1.238 -1.962 0.388
O -1.817 -1.109 -1.184 -0.680
C -0.935 -0.648 -3.370 -0.731
C -1.519 0.761 -3.270 -0.808
C -0.741 1.579 -2.286 0.508
N 0.517 1.230 -2.062 -0.237
C 1.234 1.862 -1.156 -0.782
C 0.720 2.899 -0.388 0.304
C 1.554 3.523 0.693 0.825
F 2.837 3.668 0.328 -0.278
F 1.567 2.769 1.809 -0.233
F 1.117 4.734 1.060 -0.283
C -0.588 3.310 -0.615 -0.621
C -1.319 2.651 -1.589 0.147
Cl -2.930 3.149 -1.915 -0.213
H 0.595 -3.340 3.907 0.317
H 0.319 -1.717 4.577 0.366
H -1.056 -2.782 4.202 0.323
H -1.312 -0.692 1.360 0.172
H -0.701 0.040 2.869 0.272
H -2.010 -1.163 2.903 0.408
H 1.810 -2.528 2.164 0.500
H 1.618 -0.807 2.572 0.336
H 2.203 -1.153 0.197 0.459
H 0.639 -0.359 0.371 -0.182
H -0.466 -2.630 0.138 0.337
H 1.112 -3.280 -0.363 0.311
H 1.022 -1.844 -2.284 0.280
H 0.062 -0.619 -3.805 0.345
H -1.583 -1.268 -3.992 0.361
H -2.553 0.699 -2.927 0.454
H -1.511 1.254 -4.245 0.394
H 2.254 1.525 -1.034 0.415
H -1.024 4.118 -0.047 0.524
```

* energy relative to the best compared isomer or geometry (same formula, charge and spin): 0.000 eV
* structure (SMILES): CN(C)CCCNC(=O)CCc1ncc(C(F)(F)F)cc1Cl
* Kohn-Sham gap: 8.83 eV
* E_HOMO: -0.3094 hartree


Record 5
# C48H41IrN5O7PS

A structure of composition C48H41IrN5O7PS in a non-equilibrium geometry (ωB97M-V with the def2-TZVPD basis set, the OMol25 dataset).

```
104
Properties=species:S:1:pos:R:3:mulliken_charge:R:1
Ir -0.268 0.508 -1.052 3.085
C 0.246 -4.539 2.080 -0.168
O 1.029 -3.328 2.296 -0.472
C 0.714 -2.531 1.248 -0.881
N -0.157 -2.912 0.423 -0.260
C -0.785 -4.114 1.026 0.345
C -1.213 -5.239 0.122 -0.188
C -2.114 -6.162 0.647 -0.528
C -2.531 -7.248 -0.106 -0.851
C -2.058 -7.420 -1.400 -0.624
C -1.163 -6.502 -1.929 -0.705
C -0.740 -5.419 -1.169 -0.153
C 1.372 -1.190 1.346 1.078
C 2.502 -1.164 2.160 -1.128
C 3.053 0.028 2.582 -1.218
C 2.392 1.183 2.222 -0.759
C 1.297 1.085 1.382 0.584
N 0.778 -0.062 0.869 0.263
C 0.653 2.338 0.972 0.543
N -0.118 2.396 -0.033 -0.015
C -0.643 3.797 -0.119 -0.427
C 0.208 4.509 0.963 -0.719
O 0.904 3.426 1.669 -0.492
C -2.119 3.879 0.172 0.393
C -2.654 3.235 1.287 -0.088
C -4.000 3.356 1.579 -0.911
C -4.820 4.132 0.764 -0.519
C -4.288 4.781 -0.336 -0.694
C -2.937 4.651 -0.635 -0.286
H -0.184 -4.833 3.032 0.366
H 0.912 -5.321 1.714 0.387
H -1.691 -3.738 1.514 0.178
H -2.502 -6.028 1.651 0.444
H -3.230 -7.958 0.316 0.451
H -2.383 -8.266 -1.989 0.442
H -0.785 -6.632 -2.935 0.504
H -0.037 -4.718 -1.590 0.612
H 2.914 -2.107 2.483 0.603
H 3.937 0.050 3.203 0.511
H 2.694 2.158 2.574 0.632
H -0.431 4.184 -1.115 0.681
H -0.408 5.025 1.693 0.416
H 0.967 5.178 0.565 0.335
H -2.022 2.632 1.931 0.344
H -4.414 2.850 2.441 0.445
H -5.871 4.233 0.996 0.438
H -4.922 5.383 -0.972 0.451
H -2.526 5.156 -1.501 0.438
O -3.390 2.444 -2.402 -0.523
S -2.569 1.306 -2.243 1.096
O -2.415 0.726 -0.866 -0.746
O -1.094 1.480 -2.601 -1.042
C -3.075 0.036 -3.312 -0.046
C -4.096 0.274 -4.218 -0.478
C -4.425 -0.721 -5.125 -0.877
C -3.722 -1.916 -5.124 -1.105
C -2.692 -2.135 -4.218 -0.070
C -2.345 -1.158 -3.291 -0.624
P -1.085 -1.516 -1.992 0.933
C -2.191 -2.457 -0.881 2.360
C -2.956 -3.515 -1.357 -0.466
C -3.955 -4.068 -0.567 -0.915
C -4.216 -3.548 0.689 -1.054
C -3.453 -2.490 1.172 -0.561
C -2.443 -1.952 0.395 -0.926
C 0.303 -2.209 -3.005 1.229
C 1.428 -2.807 -2.439 0.010
C 2.501 -3.202 -3.222 -1.047
C 2.486 -2.983 -4.593 -0.967
C 1.412 -2.317 -5.158 -0.944
C 0.336 -1.921 -4.373 -1.058
H -4.617 1.221 -4.201 0.668
H -5.222 -0.559 -5.837 0.461
H -3.974 -2.687 -5.839 0.498
H -2.147 -3.070 -4.255 0.750
H -2.765 -3.950 -2.327 0.344
H -4.531 -4.901 -0.946 0.557
H -5.019 -3.956 1.288 0.469
H -3.646 -2.084 2.155 0.579
H -1.857 -1.130 0.784 -0.098
H 1.465 -2.985 -1.379 0.205
H 3.344 -3.697 -2.759 0.573
H 3.308 -3.326 -5.208 0.529
H 1.391 -2.107 -6.219 0.499
H -0.466 -1.380 -4.852 0.587
O 5.648 0.346 -5.896 -0.510
C 4.377 -0.093 -6.317 -0.702
N 3.374 0.938 -6.379 -0.011
C 2.596 1.426 -5.374 -0.070
O 1.744 2.264 -5.569 -0.634
C 2.769 0.904 -3.963 -0.096
C 3.958 0.537 -3.362 -0.117
C 3.928 0.178 -2.024 -1.572
C 2.736 0.188 -1.341 0.290
N 1.569 0.565 -1.912 0.288
C 1.606 0.920 -3.208 -0.671
H 6.021 0.954 -6.545 0.325
H 4.074 -0.845 -5.591 0.397
H 4.429 -0.561 -7.302 0.414
H 3.227 1.415 -7.257 0.288
H 4.892 0.551 -3.910 0.847
H 4.833 -0.103 -1.504 0.588
H 2.712 -0.080 -0.309 0.365
H 0.696 1.269 -3.668 0.900
```

* energy relative to the best compared isomer or geometry (same formula, charge and spin): 2.308 eV
* net charge: +2
* Kohn-Sham gap: 6.76 eV
* E_HOMO: -0.4752 hartree


Q: What is the E_HOMO in the second record?
A: -0.3370 hartree